[1]
Density functional theory data (ωB97M-V with the def2-TZVPD basis set) for C6H7NS in the gas phase.

Positions of all 15 atoms, in Å:
C  -0.72  1.22  -2.27
C  -0.45  0.48  -1.25
C  -0.10  -0.10  0.01
C  -0.02  1.09  0.85
C  -1.13  -1.24  0.58
N  -0.50  -2.48  0.56
S  1.11  -2.50  0.08
C  1.28  -0.66  0.06
H  -1.16  1.95  -3.02
H  0.71  0.82  1.79
H  0.65  1.82  0.29
H  -1.04  1.18  1.29
H  -2.24  -1.02  0.75
H  1.95  -0.26  -0.69
H  1.66  -0.30  0.96

Values from the calculation:
2S+1: 1
SMILES string: C#C[C@@]1(C)C=NSC1
Frontier orbital gap: 9.11 eV

Here are the Löwdin charges for atoms 1 to 4, given in e: atom 1 (C): 0.135, atom 2 (C): -0.114, atom 3 (C): -0.650, atom 4 (C): -0.089

[2]
Density functional theory data (ωB97M-V with the def2-TZVPD basis set) for 2 unconnected molecules or ions with the total composition C6H7O.

Positions of all 14 atoms, in Å:
C  -0.35  -1.23  -1.34
C  0.76  -0.68  -0.82
C  -1.43  -0.68  -0.54
C  0.42  0.21  0.25
C  -2.73  -0.84  -0.56
C  1.75  1.49  1.42
O  -0.84  0.20  0.39
H  -0.32  -2.11  -1.95
H  1.67  -0.76  -1.21
H  -3.34  -0.20  0.05
H  -3.15  -1.68  -1.17
H  2.51  1.00  0.96
H  1.59  1.13  2.40
H  1.23  2.38  1.19

Values from the calculation:
2S+1: 1
Frontier orbital gap: 9.31 eV
Net charge: +1

Here are the Löwdin charges for atoms 1 to 4, given in e: atom 1 (C): 0.097, atom 2 (C): 0.006, atom 3 (C): -0.283, atom 4 (C): 0.003

[3]
Density functional theory data (ωB97M-V with the def2-TZVPD basis set) for a gas-phase ion, C6H7O3PS (charge -2).

Positions of all 18 atoms, in Å:
C  1.61  -0.44  -1.97
C  0.85  -0.17  -0.73
C  1.34  -0.41  0.53
C  0.19  -0.08  1.69
P  0.20  -0.06  3.58
O  -0.90  -1.05  3.88
O  1.57  -0.36  4.07
O  -0.19  1.39  3.82
C  -0.88  0.37  1.08
C  -2.15  0.70  1.77
S  -0.81  0.35  -0.78
H  0.96  -0.11  -2.84
H  2.59  -0.01  -2.22
H  1.87  -1.52  -2.02
H  2.26  -0.95  0.69
H  -2.06  1.60  2.37
H  -2.97  0.68  1.19
H  -2.13  -0.07  2.59

Values from the calculation:
2S+1: 1
SMILES string: Cc1cc(P(=O)([O-])[O-])c(C)s1
Frontier orbital gap: 4.58 eV
Net charge: -2

Here are the Löwdin charges for atoms 1 to 4, given in e: atom 1 (C): -0.190, atom 2 (C): -0.720, atom 3 (C): -0.043, atom 4 (C): -0.198

[4]
Density functional theory data (ωB97M-V with the def2-TZVPD basis set) for a molecular structure, C6H7O5Tm.

Positions of all 19 atoms, in Å:
O  1.10  -0.35  1.70
Tm  1.10  1.55  1.04
O  3.15  0.57  0.24
C  3.51  -0.52  0.46
C  0.17  -1.40  1.76
C  -0.16  -1.93  0.37
H  0.63  -2.22  2.33
H  -0.76  -1.15  2.30
H  0.75  -2.40  -0.04
H  -0.95  -2.69  0.45
C  -0.58  -0.88  -0.62
C  -1.35  0.16  -0.32
O  -1.71  1.09  -1.30
C  -0.99  2.18  -1.39
O  0.03  2.39  -0.74
O  -1.34  2.87  -2.43
H  -0.20  -0.96  -1.65
H  -1.82  0.34  0.65
H  -0.59  3.34  -2.81

Values from the calculation:
<S²>: 2.002
2S+1: 3
Frontier orbital gap (spin up / spin down): 8.72 / 8.49 eV
Net charge: +2

Here are the Löwdin charges for atoms 1 to 4, given in e: atom 1 (O): -0.416, atom 2 (Tm): 1.917, atom 3 (O): -0.084, atom 4 (C): 0.234

[5]
Density functional theory data (ωB97M-V with the def2-TZVPD basis set) for C6H7OP in the gas phase.

Positions of all 15 atoms, in Å:
C  -0.60  -0.49  -1.29
C  -0.06  -1.10  -0.31
C  0.37  0.45  1.06
C  0.76  -2.25  -0.05
C  -0.77  1.03  -1.09
C  -0.61  1.30  0.36
O  1.70  -2.30  0.72
P  1.48  0.08  2.29
H  -0.76  -1.03  -2.18
H  0.46  -3.14  -0.64
H  0.11  1.32  -1.68
H  -1.86  1.30  -1.43
H  -1.52  1.07  1.03
H  -0.31  2.31  0.53
H  1.61  1.45  2.67

Values from the calculation:
2S+1: 1
Frontier orbital gap: 8.71 eV

Here are the Löwdin charges for atoms 1 to 4, given in e: atom 1 (C): -0.094, atom 2 (C): -0.075, atom 3 (C): -0.455, atom 4 (C): -0.287

[6]
Density functional theory data (ωB97M-V with the def2-TZVPD basis set) for C6H7P in the gas phase.

Positions of all 14 atoms, in Å:
C  -1.32  -3.08  0.54
P  -1.25  -2.72  -1.06
C  -0.82  -1.04  -0.84
C  -0.11  -0.08  -0.29
C  0.64  -0.14  1.02
C  -0.05  1.17  -1.05
C  0.63  2.25  -0.69
H  -1.44  -2.51  1.44
H  1.68  0.13  0.85
H  0.60  -1.15  1.43
H  0.21  0.56  1.73
H  -0.61  1.17  -1.98
H  0.63  3.13  -1.31
H  1.21  2.31  0.21

Values from the calculation:
2S+1: 1
SMILES string: C#P=C=C(C)C=C
Frontier orbital gap (spin up / spin down): 8.10 / 7.88 eV

Here are the Löwdin charges for atoms 1 to 4, given in e: atom 1 (C): -0.278, atom 2 (P): 0.726, atom 3 (C): -0.258, atom 4 (C): -0.386

[7]
Density functional theory data (ωB97M-V with the def2-TZVPD basis set) for C6H7PS in the gas phase.

Positions of all 15 atoms, in Å:
C  -2.17  -2.21  -2.86
C  -1.10  -1.95  -2.40
C  0.49  -0.79  -0.87
C  0.25  -1.68  -1.87
C  -0.68  0.08  -0.36
C  0.63  0.54  2.30
P  -0.58  1.38  1.07
S  1.30  -2.76  -2.77
H  -3.11  -2.52  -3.10
H  1.37  -0.53  -0.41
H  -0.98  0.75  -1.21
H  -1.47  -0.66  -0.19
H  0.50  -0.51  2.26
H  0.39  0.77  3.40
H  1.70  0.81  2.11

Values from the calculation:
2S+1: 1
Frontier orbital gap (spin up / spin down): 8.01 / 6.27 eV

Here are the Löwdin charges for atoms 1 to 4, given in e: atom 1 (C): 0.125, atom 2 (C): -0.245, atom 3 (C): -0.125, atom 4 (C): -0.720

[8]
Density functional theory data (ωB97M-V with the def2-TZVPD basis set) for C6H8 in the gas phase.

Positions of all 14 atoms, in Å:
C  -1.96  0.82  0.35
C  -2.60  -0.16  0.86
C  -0.76  1.45  -0.20
C  0.39  0.40  -0.49
C  0.58  -0.66  0.26
C  1.66  -1.67  0.02
H  -2.97  1.39  0.27
H  -1.03  2.05  -1.07
H  -0.28  2.13  0.49
H  1.04  0.63  -1.32
H  0.00  -0.76  1.11
H  1.38  -2.83  0.09
H  2.55  -1.39  0.64
H  2.01  -1.39  -1.01

Values from the calculation:
2S+1: 1
Frontier orbital gap: 10.14 eV

Here are the Löwdin charges for atoms 1 to 4, given in e: atom 1 (C): -0.324, atom 2 (C): 0.138, atom 3 (C): -0.184, atom 4 (C): -0.089